{"formula": "C33H68N2O37S8", "method": "ωB97M-V with the def2-TZVPD basis set", "symbols": ["C", "O", "N", "N", "H", "H", "H", "H", "C", "C", "O", "S", "O", "O", "O", "H", "H", "H", "H", "C", "C", "O", "S", "O", "O", "O", "H", "H", "H", "H", "C", "C", "O", "S", "O", "O", "O", "H", "H", "H", "H", "C", "C", "O", "S", "O", "O", "O", "H", "H", "H", "H", "C", "C", "O", "S", "O", "O", "O", "H", "H", "H", "H", "C", "C", "O", "S", "O", "O", "O", "H", "H", "H", "H", "C", "C", "O", "S", "O", "O", "O", "H", "H", "H", "H", "C", "C", "O", "S", "O", "O", "O", "H", "H", "H", "H", "C", "C", "C", "O", "C", "H", "H", "H", "H", "H", "H", "H", "H", "C", "C", "C", "O", "C", "H", "H", "H", "H", "H", "H", "H", "H", "C", "C", "C", "O", "C", "H", "H", "H", "H", "H", "H", "H", "H", "C", "C", "C", "O", "C", "H", "H", "H", "H", "H", "H", "H", "H"], "xyz": [[0.072, 0.228, -9.871], [0.544, -0.867, -9.845], [0.626, 1.197, -9.235], [-0.794, 0.639, -10.745], [1.468, 0.920, -8.752], [0.424, 2.123, -9.582], [-1.009, -0.075, -11.426], [-1.092, 1.604, -10.737], [-5.817, -2.696, -4.242], [-6.771, -1.679, -3.580], [-8.121, -2.239, -3.688], [-7.963, -3.925, -3.912], [-9.009, -4.494, -4.766], [-7.630, -4.599, -2.628], [-6.572, -3.709, -4.787], [-5.060, -2.981, -3.512], [-5.088, -2.247, -4.916], [-6.804, -0.723, -4.102], [-6.492, -1.447, -2.552], [-4.171, 2.259, 7.533], [-3.549, 2.427, 6.189], [-3.043, 3.781, 6.187], [-2.301, 4.012, 7.601], [-2.310, 5.402, 8.038], [-1.062, 3.199, 7.663], [-3.493, 3.197, 8.351], [-4.017, 1.275, 7.974], [-5.195, 2.632, 7.502], [-4.224, 2.208, 5.362], [-2.793, 1.659, 6.022], [9.077, 1.019, 9.718], [7.884, 1.744, 10.393], [7.587, 2.749, 9.371], [7.556, 1.977, 7.879], [8.052, 2.951, 6.884], [6.216, 1.444, 7.616], [8.613, 0.849, 8.409], [9.283, 0.057, 10.188], [9.983, 1.625, 9.695], [8.149, 2.235, 11.330], [6.956, 1.184, 10.506], [2.376, -5.492, 7.006], [3.661, -5.404, 6.268], [3.331, -5.942, 5.065], [2.431, -7.252, 5.238], [3.198, -8.467, 5.415], [1.304, -7.216, 4.252], [1.808, -6.744, 6.712], [1.642, -4.719, 6.778], [2.461, -5.561, 8.090], [4.435, -6.064, 6.660], [4.129, -4.440, 6.069], [-6.069, 9.022, -7.728], [-7.347, 8.301, -8.110], [-7.368, 7.011, -7.546], [-5.832, 6.570, -7.254], [-5.522, 5.382, -7.935], [-5.592, 6.693, -5.838], [-5.194, 7.948, -8.008], [-6.116, 9.285, -6.671], [-5.862, 9.961, -8.240], [-7.443, 8.336, -9.195], [-8.231, 8.797, -7.709], [9.250, -4.410, 0.612], [9.952, -3.205, 1.185], [10.553, -3.647, 2.352], [11.039, -5.210, 2.287], [10.940, -5.815, 3.618], [12.295, -5.313, 1.503], [9.648, -5.535, 1.406], [9.488, -4.499, -0.448], [8.169, -4.348, 0.743], [9.275, -2.351, 1.198], [10.706, -2.782, 0.522], [9.005, 0.140, -7.203], [7.893, 1.141, -7.531], [6.784, 0.476, -6.896], [7.160, -0.323, -5.558], [6.618, -1.670, -5.539], [6.946, 0.527, -4.386], [8.755, -0.283, -5.926], [9.998, 0.585, -7.265], [9.011, -0.779, -7.789], [7.656, 1.312, -8.581], [8.027, 2.090, -7.012], [3.002, 6.699, -4.538], [3.676, 7.579, -3.491], [2.875, 8.793, -3.518], [1.252, 8.411, -3.925], [0.800, 9.234, -5.049], [0.423, 8.401, -2.709], [1.584, 6.864, -4.447], [3.232, 5.648, -4.362], [3.329, 6.942, -5.549], [4.735, 7.751, -3.684], [3.620, 7.195, -2.472], [-7.312, 7.211, 2.949], [-6.107, 8.102, 2.986], [-6.103, 8.838, 4.342], [-7.423, 8.724, 4.816], [-8.014, 7.519, 4.307], [-7.036, 6.159, 2.872], [-7.897, 7.438, 2.058], [-6.161, 8.819, 2.167], [-5.163, 7.603, 2.769], [-5.627, 9.816, 4.275], [-5.504, 8.245, 5.034], [-9.103, 7.472, 4.338], [-7.764, 6.801, 5.089], [0.530, 1.188, -0.888], [0.956, 0.116, 0.124], [-0.262, -0.703, 0.247], [-1.361, 0.220, -0.042], [-0.947, 1.460, -0.523], [0.595, 0.769, -1.892], [0.971, 2.172, -0.730], [1.232, 0.578, 1.072], [1.836, -0.466, -0.154], [-0.419, -1.175, 1.217], [-0.320, -1.477, -0.518], [-1.066, 2.274, 0.192], [-1.398, 1.674, -1.492], [-5.665, -6.437, 5.605], [-6.481, -5.632, 4.619], [-5.479, -4.557, 4.341], [-4.729, -4.417, 5.510], [-5.091, -5.353, 6.524], [-4.782, -6.950, 5.224], [-6.217, -7.238, 6.097], [-7.327, -5.130, 5.089], [-6.945, -6.197, 3.810], [-6.067, -3.657, 4.162], [-4.964, -4.825, 3.419], [-5.827, -5.055, 7.272], [-4.190, -5.761, 6.982], [0.151, -8.980, -4.787], [-1.201, -9.062, -4.140], [-1.104, -10.428, -3.438], [0.245, -10.277, -2.909], [1.054, -9.310, -3.608], [0.354, -8.064, -5.342], [0.255, -9.799, -5.499], [-1.967, -8.926, -4.903], [-1.207, -8.242, -3.423], [-1.318, -11.219, -4.157], [-1.865, -10.403, -2.657], [2.089, -9.554, -3.847], [1.140, -8.441, -2.956]], "atomic_forces_ev_per_a": [[1.50, -1.00, -1.25], [0.29, -3.61, 0.39], [1.72, 3.67, 3.28], [-3.20, 0.17, -2.42], [-0.12, 0.70, 0.02], [0.76, -0.01, 0.71], [-0.60, 0.69, -0.14], [-0.35, -0.61, -0.59], [1.79, 1.69, 1.46], [-0.64, 0.27, -0.47], [0.60, -2.23, 0.06], [0.26, -0.50, 1.13], [2.42, 1.82, 1.77], [-0.83, 2.06, -3.25], [-1.64, -1.53, -0.12], [-0.57, -1.06, 0.64], [-0.96, 0.11, -1.12], [-0.15, -0.17, -0.20], [-0.27, -0.45, 0.10], [-0.35, 0.62, 0.44], [0.49, -1.00, -1.07], [0.64, 0.11, -0.58], [1.04, -1.14, 1.08], [-0.13, -2.79, -1.27], [-2.89, 2.14, -0.29], [1.32, 1.15, 1.41], [-0.42, 0.01, -0.22], [-0.20, -0.59, 0.24], [-0.25, 0.96, 0.03], [0.76, 0.52, 0.22], [-0.99, 0.52, 1.51], [0.51, 0.74, -1.02], [-0.16, -0.66, -1.06], [-1.21, 2.75, 0.22], [-0.34, -2.80, 2.53], [2.89, 0.13, 0.81], [-0.86, -0.34, -2.73], [-0.07, -0.11, -0.37], [-0.09, 0.14, 0.22], [-0.04, 0.19, -0.27], [0.38, -0.57, 0.16], [-1.01, 0.74, 2.48], [1.72, 0.28, 1.39], [-0.85, -1.68, -3.70], [-3.86, -0.77, -1.24], [-0.81, 1.99, -0.12], [3.67, -0.05, 2.69], [0.88, -1.63, -2.34], [0.22, 0.21, -0.32], [0.43, 0.59, 0.05], [0.10, 0.16, 0.78], [-0.50, 0.17, 0.32], [-1.36, -0.72, 0.84], [-2.03, 2.53, -0.35], [1.48, -0.67, -0.07], [-0.26, 2.71, 1.49], [0.39, -0.23, -0.70], [-0.18, -0.19, -1.49], [1.26, -1.96, 0.71], [0.43, -0.26, 0.27], [0.23, -0.59, -0.62], [0.06, -0.72, -0.10], [-0.03, 0.09, 0.01], [-0.49, -0.35, -0.20], [0.47, 0.76, -1.87], [1.15, -0.05, 2.25], [0.00, 0.28, -0.45], [0.10, 1.38, -3.16], [-3.44, 0.14, 1.78], [1.92, -0.87, 0.39], [0.02, -0.51, 0.08], [0.06, -0.06, -0.06], [-0.25, -0.15, 1.49], [0.45, -0.57, -0.24], [0.70, 0.32, -2.07], [0.11, -0.70, 0.82], [-1.45, -0.48, 0.08], [0.09, 0.64, 1.35], [1.04, 2.30, -0.55], [0.47, -1.55, -2.21], [-0.97, -0.67, 3.11], [-0.04, 0.05, 0.23], [-0.21, 0.35, -0.83], [0.03, -0.32, 0.16], [0.24, 0.06, -0.09], [0.73, -0.68, -0.03], [-1.19, 0.16, 0.24], [-1.63, -0.52, -0.80], [-0.55, 0.96, 0.47], [1.37, -1.74, 2.17], [2.13, -0.40, -2.63], [-0.16, 1.81, 1.01], [-0.21, -0.01, 0.04], [-0.03, 0.24, 0.01], [-0.26, 0.51, -0.40], [-0.21, -0.33, -0.07], [-0.70, -0.46, 0.62], [1.24, 1.17, -0.76], [0.46, -2.23, -0.43], [-1.46, 1.46, -0.48], [1.14, -0.48, 0.46], [-0.09, -0.04, 0.15], [-0.35, 0.02, 0.29], [-0.20, 0.28, 0.07], [0.02, -0.27, 0.38], [-0.89, 0.33, 0.22], [0.50, -0.01, 0.16], [-0.03, 0.99, -0.40], [0.36, -0.78, -0.29], [-0.17, 0.72, 0.91], [1.28, 0.99, 0.17], [-1.64, 0.16, -0.52], [-1.20, -1.28, 1.08], [1.74, -1.12, -1.17], [0.15, 0.45, -0.09], [0.97, -0.32, -0.60], [-0.20, 0.12, 0.15], [-0.07, 0.01, -0.32], [-0.09, 0.19, 0.04], [0.11, -0.17, -0.04], [-0.13, -0.02, 0.09], [-0.77, 0.27, 0.30], [-0.47, -1.25, 1.40], [-0.45, -0.63, 0.52], [-1.63, 0.38, -1.22], [1.10, 1.23, 0.93], [-0.18, -1.72, -1.63], [-0.15, 0.13, -0.83], [-0.25, 0.17, 0.29], [-0.14, -0.35, 0.58], [0.62, 0.08, -0.34], [0.48, 0.48, -0.20], [0.96, 0.26, 0.31], [0.09, 0.70, -0.06], [0.04, 0.51, 0.27], [1.01, -0.23, -0.63], [-0.14, 0.13, -0.90], [0.32, 3.08, -0.28], [0.32, -1.87, 0.55], [-1.45, 0.94, -0.13], [0.09, 0.16, 0.32], [-0.02, -0.09, -0.27], [-0.36, -0.17, 0.31], [-0.59, -0.10, 0.24], [0.64, -0.40, 0.20], [0.50, -0.62, 0.44], [-0.26, -1.03, -0.02], [-0.06, 0.22, 0.18]], "multiplicity": 1, "orbital_gap_ev": 9.3, "e_homo_ev": -9.3753, "molar_mass_g_mol": 1341.420, "total_charge": 0, "e_tot_ha": -7376.5622}